Entry 1:
Below is the ion C4H6IN2 with charge +1, with properties calculated with ωB97M-V/def2-TZVPD.

Computed properties:
Relative energy (zero: lowest compared OMol25 entry of this formula, charge and spin) (kcal per mole): 80.04
2S+1: 1
Total charge: +1
Kohn-Sham gap (alpha / beta) (eV): 7.55 / 6.64
E_LUMO (alpha / beta) (eV): -5.09 / -5.10
Highest occupied orbital energy (alpha / beta) (eV): -12.65 / -11.74

Each line ends with the Mulliken charge.
CARTESIAN COORDINATES (ANGSTROEM)
I: 3.90881 0.00738 0.03745  0.3494
N: -0.84842 -0.80998 -0.12017  -0.1217
N: -1.41616 1.43022 0.03537  -0.4044
C: 0.91592 0.85070 0.03585  -0.0238
C: -0.12448 -1.89487 0.12269  -0.4764
C: 1.92046 0.02377 -0.28860  -0.8465
C: -0.46023 0.48974 -0.01612  0.8621
H: -1.77268 -0.96169 -0.52334  0.2897
H: -1.16532 2.40518 0.04315  0.2168
H: 0.78008 -1.81710 0.69863  0.3694
H: -0.43073 -2.83825 -0.29070  0.2880
H: 1.08695 1.91716 0.17163  0.2889
H: -2.39419 1.19774 0.09416  0.2085

Forces on atoms 1 to 3 (eV/Å):
I -0.460 0.111 -0.234
N -1.020 1.273 -0.407
N 0.314 -0.379 -0.028



Entry 2:
Below is an isolated molecule of H4NP3, with properties calculated with ωB97M-V/def2-TZVPD.

Computed properties:
Relative energy (zero: lowest compared OMol25 entry of this formula, charge and spin) (kcal per mole): 15.15
2S+1: 1
Kohn-Sham gap (eV): 7.54
E_LUMO (eV): -0.86
Highest occupied orbital energy (eV): -8.40

Each line ends with the Mulliken charge.
CARTESIAN COORDINATES (ANGSTROEM)
P: -2.55257 -0.37847 0.16241  -0.0041
P: 0.16126 0.92953 -0.04246  0.0178
P: 1.70128 -0.55129 0.27068  -0.1469
N: -1.01352 -0.18105 -0.23803  -0.1241
H: -0.14018 1.61586 1.32951  0.0412
H: 2.67115 0.45998 0.54137  0.0731
H: 1.98422 -0.36532 -1.18072  0.0923
H: -2.81164 -1.52924 -0.84277  0.0507

Forces on atoms 1 to 3 (eV/Å):
P 1.521 -1.156 -1.741
P -0.458 2.102 1.511
P 1.103 0.315 -1.067



Entry 3:
Below is an isolated molecule of C2H5N3S2, with properties calculated with ωB97M-V/def2-TZVPD.

Computed properties:
Relative energy (zero: lowest compared OMol25 entry of this formula, charge and spin) (kcal per mole): 71.25
2S+1: 1
Kohn-Sham gap (eV): 8.70
E_LUMO (eV): 0.21
Highest occupied orbital energy (eV): -8.48

Each line ends with the Mulliken charge.
CARTESIAN COORDINATES (ANGSTROEM)
S: 0.06304 2.53154 0.33076  -0.2816
S: -2.41308 0.48403 -0.43007  -0.0901
N: 0.59065 -0.06245 0.04060  0.2502
N: -1.69308 -0.43206 0.81969  -0.3338
N: 1.50532 -1.04570 -0.29063  -0.7038
C: -0.43755 -0.58299 0.88522  0.0217
C: 0.79762 1.18034 -0.29065  -0.1965
H: 1.53417 1.36048 -1.08519  0.3344
H: 1.30795 -1.40314 -1.21829  0.2391
H: 2.48249 -0.82599 -0.13249  0.2534
H: -0.04881 -1.32197 1.60930  0.3559
H: -3.68872 0.11791 -0.23826  0.1512

Forces on atoms 1 to 3 (eV/Å):
S 0.256 -0.795 -0.193
S 0.638 0.121 0.210
N -0.495 -1.890 0.760



Entry 4:
Below is a structure of composition C5H21ClN3O5Zr, with properties calculated with ωB97M-V/def2-TZVPD.

Computed properties:
2S+1: 1
Total charge: +3
Kohn-Sham gap (eV): 2.20
E_LUMO (eV): -14.87
Highest occupied orbital energy (eV): -17.08

Each line ends with the Mulliken charge.
CARTESIAN COORDINATES (ANGSTROEM)
Zr: 14.23527 25.66455 4.96691  1.7815
Cl: 11.72495 26.15532 5.95329  -0.4245
O: 10.62152 26.94834 2.69036  -0.8301
O: 13.81615 23.90990 6.32595  -0.5013
O: 7.00826 26.71163 8.20728  -0.1694
O: 13.94700 27.91066 4.61969  -0.4204
O: 13.19430 25.77475 3.14913  -0.4328
N: 8.49179 26.02590 4.85979  -0.4588
N: 10.15641 28.69518 3.96297  -0.2511
N: 10.28647 28.94534 1.87961  -0.4411
C: 10.42897 28.11379 2.86776  0.7983
C: 7.84165 26.11659 7.23254  -0.6873
C: 8.09282 26.94107 5.94545  1.0425
C: 7.55417 26.64887 9.50333  -0.7020
C: 6.78490 27.64901 5.56430  -1.6044
H: 6.36690 28.33491 6.30112  0.4131
H: 6.03292 26.91720 5.26921  0.4040
H: 14.61953 28.48532 4.25405  0.3368
H: 12.38571 26.27317 3.03081  0.4671
H: 8.84177 27.72618 6.04922  0.0530
H: 8.75113 25.63118 7.58656  0.3794
H: 13.22853 25.18973 2.39229  0.3547
H: 7.34800 25.23006 6.83446  0.3623
H: 6.92516 28.36468 4.75421  0.4045
H: 10.30355 29.69371 3.92571  0.2540
H: 10.63382 28.57703 1.00565  0.2646
H: 8.31132 25.90573 9.75345  0.3350
H: 8.22654 27.49645 9.63609  0.3615
H: 6.80239 26.62786 10.29232  0.3133
H: 10.47842 28.10714 4.71836  0.0610
H: 13.27286 28.50708 4.94534  0.3038
H: 8.61437 26.65742 4.08116  0.2619
H: 12.96536 23.82678 6.75661  0.3089
H: 14.32881 23.17544 6.66356  0.3618
H: 10.03430 29.91637 1.99632  0.1771
H: 9.45229 25.77892 5.05091  0.1228

Forces on atoms 1 to 3 (eV/Å):
Zr -4.215 0.942 1.501
Cl 2.664 -0.403 -0.731
O 2.335 -4.786 0.313



Entry 5:
Below is a structure of composition C37H40LiO17S, with properties calculated with ωB97M-V/def2-TZVPD.

Computed properties:
2S+1: 1
Total charge: -1
Kohn-Sham gap (eV): 6.21
E_LUMO (eV): 0.98
Highest occupied orbital energy (eV): -5.23

Each line ends with the Mulliken charge.
CARTESIAN COORDINATES (ANGSTROEM)
S: -0.36670 -0.81616 0.42562  1.7645
O: -6.37186 4.11844 2.36735  -0.5318
O: -1.23241 -3.33260 -1.93612  -0.5796
O: -1.48366 -0.78825 1.27530  -1.5030
O: 7.23873 -1.54202 -0.31189  -0.5867
O: -0.41516 0.94803 7.57815  -0.5824
O: 0.81440 1.60009 -7.55567  -0.4972
O: -0.16932 2.97997 1.27866  -0.6703
O: 0.45045 -1.78145 1.09767  -1.4357
O: -3.16957 6.24394 -1.88902  -0.6091
O: 0.32124 0.49313 0.47473  -0.0273
O: 2.93380 -6.94379 -2.27769  -0.5061
O: -0.82037 -1.11428 -0.99118  -1.1113
O: -3.62563 -0.74914 2.59094  -0.6875
O: 1.89669 1.77240 -1.38443  -0.6873
O: 2.03395 0.58732 2.57361  -0.4987
O: -1.87744 -0.28394 -3.06749  -0.6362
O: 2.40316 -3.44365 1.48973  -0.6033
C: -2.52548 3.96883 -1.30358  -1.0335
C: 1.14043 -3.71497 -1.81765  -0.0944
C: -0.89442 3.75942 0.49111  0.4527
C: -0.89728 5.19257 0.75058  -0.9065
C: 5.97504 -3.35335 0.48509  -0.4448
C: 2.58187 0.61517 -1.78608  0.2636
C: 0.80146 0.53770 -5.29760  -0.9768
C: 0.15506 0.87631 6.26082  0.7099
C: -2.58721 5.36042 -1.02174  0.6745
C: -0.61423 1.08375 5.09092  -0.7726
C: 0.63583 -6.43423 -2.54468  -0.5483
C: -4.31992 2.79049 2.06601  -0.4191
C: -0.42706 -5.52775 -2.50010  -0.8309
C: 2.09084 0.30185 4.98366  -1.0313
C: -4.33420 0.39212 2.48245  0.5570
C: -1.80325 5.95231 -0.03479  -0.4743
C: 1.36720 0.67993 3.74864  0.6207
C: 4.81308 -3.87444 0.88079  -0.6039
C: -0.01589 0.88998 3.74536  0.7680
C: -5.63503 2.84886 2.40177  0.0888
C: 1.95780 -6.02905 -2.29112  0.3517
C: 3.85080 -1.63685 0.96843  0.5475
C: 0.06284 0.02964 -4.22706  -0.0070
C: -1.22994 1.62192 -6.23663  -0.7400
C: 3.65908 -2.99668 1.22733  -0.1548
C: 5.01144 -1.08872 0.56285  -0.3356
C: 6.06344 -2.02127 0.17951  0.8469
C: -0.15969 -4.15940 -2.06673  0.7536
C: -1.61154 3.17060 -0.57028  -0.0888
C: 1.41397 0.29976 6.17775  -0.9036
C: 0.16397 1.30682 -6.32600  0.4130
C: 2.18529 -4.71308 -1.73018  -0.9435
C: -6.30768 1.70890 2.77227  -0.5074
C: -3.61433 1.48748 2.08089  0.7026
C: -5.73739 0.45716 2.81253  -1.3314
C: -1.33883 0.28960 -4.14991  0.5422
C: -1.97271 1.09332 -5.07400  -0.6080
Li: -0.74946 -2.50299 2.38827  0.8171
H: -3.17143 3.54710 -2.02882  0.4974
H: 4.73567 -4.91246 1.01398  0.5013
H: 3.47862 0.09995 -1.33803  -0.3189
H: 3.13548 -4.44177 -1.54602  0.7580
H: 3.03121 0.73102 -2.75291  0.5288
H: 6.76562 -4.23372 0.16627  0.1377
H: 0.41364 -7.32981 -2.97321  0.4071
H: 7.25665 -0.55452 -0.25689  0.3162
H: 1.47908 0.57884 1.77850  0.0041
H: -0.50008 5.48505 1.62062  0.5447
H: 2.86869 -1.10766 1.12317  -0.3364
H: -0.59699 1.27882 2.85825  -0.3353
H: -1.38611 1.23129 7.37998  0.3207
H: 2.58297 -7.76918 -2.37387  0.2814
H: -1.99382 7.03915 -0.03843  0.3038
H: 2.12638 0.11780 6.81042  0.4826
H: -1.57542 1.65520 5.12702  0.2910
H: 0.10081 1.96015 1.00981  0.2691
H: 1.80301 -0.13023 -1.88163  -0.3860
H: 1.23355 1.49574 -0.63006  0.4014
H: -1.18169 -0.57499 -2.36907  0.3767
H: -3.25030 6.09411 -2.86048  0.3199
H: -3.04560 1.17261 -5.03856  0.4784
H: -6.89595 4.38994 2.99082  0.2542
H: 0.33565 -0.52054 -3.41906  0.3984
H: 1.61039 1.69896 -7.40067  0.2370
H: -6.20914 -0.35528 3.18683  0.5669
H: -1.42521 -5.94669 -2.55425  0.3764
H: -1.65454 2.15579 -6.98897  0.5793
H: -2.50462 1.56326 1.75863  -0.0691
H: -7.17088 1.91713 3.18159  0.5196
H: 1.72704 0.14820 -5.42168  0.5171
H: -2.80096 -1.02931 2.09302  0.8022
H: -1.37821 2.15004 -0.70213  0.6808
H: 3.02584 0.19240 4.98132  0.8281
H: -0.69283 -2.51113 -1.80819  0.4329
H: 5.03685 -0.02303 0.32485  0.2750
H: 1.19469 -2.79139 -1.50345  0.3233
H: 1.67186 -2.91343 1.17049  0.7539
H: -3.89406 3.83239 1.99367  0.3161

Forces on atoms 1 to 3 (eV/Å):
S -0.160 2.061 -4.642
O 6.363 -3.478 -6.638
O 1.898 -0.011 -0.484



Entry 6:
Below is an isolated molecule of C4H7NO, with properties calculated with ωB97M-V/def2-TZVPD.

Computed properties:
Relative energy (zero: lowest compared OMol25 entry of this formula, charge and spin) (kcal per mole): 68.63
2S+1: 1
Kohn-Sham gap (eV): 10.55
E_LUMO (eV): 1.12
Highest occupied orbital energy (eV): -9.43

Each line ends with the Mulliken charge.
CARTESIAN COORDINATES (ANGSTROEM)
O: 2.53820 -0.80378 -0.26174  -0.3757
N: 1.84110 0.33740 0.12412  -0.5727
C: 0.58932 0.15140 0.12426  0.4039
C: -0.49666 1.18316 0.29787  -0.4610
C: -1.53744 0.05405 0.06608  -0.4272
C: -0.38732 -0.95852 -0.21028  -0.4574
H: -2.12885 -0.19491 0.95124  0.2420
H: -2.22147 0.23591 -0.76681  0.2625
H: 3.45337 -0.49495 -0.24400  0.3696
H: -0.30998 -1.31278 -1.24380  0.2573
H: -0.54159 1.73666 1.23998  0.2880
H: -0.35436 -1.82657 0.45549  0.2658
H: -0.44431 1.89293 -0.53241  0.2050

Forces on atoms 1 to 3 (eV/Å):
O 0.310 -0.211 0.039
N -0.636 0.144 0.001
C 0.387 0.178 -0.077